Record 1
{"formula": "F4KN2O8S4", "method": "the ωB97M-V functional and the def2-TZVPD basis", "elements": ["K", "N", "S", "O", "O", "F", "S", "O", "O", "F", "N", "S", "O", "O", "F", "S", "O", "O", "F"], "positions_angstrom": [[0.28473, -0.04738, -0.73228], [-1.95809, 3.08785, -0.63178], [-2.46407, 2.23724, 0.57179], [-3.19756, 2.88931, 1.60224], [-1.60592, 1.13564, 0.92279], [-3.65336, 1.46861, -0.20010], [-0.88644, 4.08122, 0.08376], [0.18549, 3.45728, 0.78574], [-1.46499, 5.26154, 0.62182], [-0.20480, 4.57351, -1.26612], [1.01309, -2.61841, -0.58629], [0.91892, -3.49705, 0.80335], [1.95323, -3.25192, 1.73918], [0.42864, -4.81892, 0.64743], [-0.29228, -2.66545, 1.41011], [2.46186, -2.93515, -1.16924], [2.49571, -4.04205, -2.05681], [3.60139, -2.66809, -0.37514], [2.38445, -1.64779, -2.17043]], "atomic_forces_ev_per_a": [[-0.2, 0.3, 0.3], [1.4, 0.9, 1.0], [-2.9, -2.9, 0.1], [0.7, 0.4, 0.3], [0.4, 0.1, 0.0], [0.5, 0.3, -0.2], [0.5, 1.6, -1.7], [0.0, -0.5, 0.1], [-0.1, 0.0, 0.2], [-0.1, -0.1, 0.0], [0.8, -1.6, 2.0], [-1.4, 0.9, 0.6], [0.6, 0.0, 0.1], [-0.1, -0.2, -0.4], [-0.3, 0.0, -0.3], [0.0, 1.1, -2.4], [0.0, -0.4, -0.1], [0.2, 0.2, 0.5], [0.2, 0.0, 0.0]], "nbo_charge": [0.981, -1.163, 2.474, -0.905, -0.990, -0.520, 2.463, -0.933, -0.909, -0.508, -1.243, 2.473, -0.911, -0.909, -0.510, 2.473, -0.915, -0.897, -0.552], "gap_ev": 9.5867, "energy_ha": -3303.74426, "charge": -1, "homo_energy_ev": -7.69, "de_lowest_kcal_mol": 6.5}

=====

Record 2
{"formula": "F4N2O", "method": "the ωB97M-V functional and the def2-TZVPD basis", "elements": ["N", "N", "O", "F", "F", "F", "F"], "positions_angstrom": [[0.51253, -0.95629, 0.43650], [-0.88616, 1.14083, -0.12099], [-0.00548, -0.47935, -0.56975], [-0.10344, -2.08064, 1.06568], [1.87922, -1.20527, 0.47519], [0.15527, 2.01281, -0.03412], [-1.55193, 1.56791, -1.25250]], "atomic_forces_ev_per_a": [[-1.2, 1.7, 0.7], [-1.1, 2.5, 0.2], [1.9, -3.3, 0.3], [0.6, 0.5, -1.2], [-0.6, -0.3, -0.7], [-0.4, -0.4, -0.2], [0.8, -0.6, 0.8]], "nbo_charge": [0.582, 0.477, -0.234, -0.212, -0.185, -0.212, -0.217], "gap_ev": [9.9506, 8.6463], "energy_ha": -583.81616, "homo_energy_ev": [-10.95, -10.61], "de_lowest_kcal_mol": 13.0}

=====

Record 3
{"formula": "F4OP2", "method": "the ωB97M-V functional and the def2-TZVPD basis", "elements": ["F", "P", "F", "O", "P", "F", "F"], "positions_angstrom": [[-0.45605, 1.80351, -0.97701], [-1.24144, 0.39160, -1.10220], [-1.94737, 0.59717, 0.34153], [-0.02372, -0.48686, -0.61201], [1.13503, -0.06290, 0.62927], [0.97623, -1.41493, 1.57142], [2.25932, -0.65547, -0.32981]], "atomic_forces_ev_per_a": [[-0.4, 0.0, -0.6], [0.1, 1.2, 1.4], [-0.2, -0.2, -0.7], [1.1, -0.3, 1.5], [-0.7, -3.0, -1.2], [0.0, 1.9, -1.3], [0.2, 0.5, 0.8]], "nbo_charge": [-0.599, 1.722, -0.594, -1.115, 1.733, -0.577, -0.571], "gap_ev": 11.7679, "energy_ha": -1157.60274, "smiles": "FP(F)OP(F)F", "homo_energy_ev": -11.26, "de_lowest_kcal_mol": 0.4}

=====

Record 4
{"formula": "F5LiSr3", "method": "the ωB97M-V functional and the def2-TZVPD basis", "elements": ["Sr", "Sr", "Sr", "Li", "F", "F", "F", "F", "F"], "positions_angstrom": [[-2.68850, 0.50486, -0.43500], [0.87132, 1.26139, -1.91448], [0.26570, -2.16591, -0.18135], [0.55632, 0.66423, 2.26137], [1.44441, -1.59788, 1.94346], [-1.52520, 2.63714, 1.18807], [-1.11129, -0.94298, -2.04619], [-0.05466, 0.33006, 0.41013], [2.24190, -0.69095, -1.22600]], "atomic_forces_ev_per_a": [[1.4, 1.2, 1.1], [1.3, -2.2, 1.3], [2.7, 1.2, 0.9], [0.2, -0.7, -0.4], [-1.7, 0.4, -1.3], [-0.6, -1.9, -1.6], [-0.2, 1.3, 1.6], [-0.9, -0.2, -1.1], [-2.2, 1.0, -0.5]], "mulliken_charge": [1.777, 1.857, 1.802, 0.903, -0.873, -0.803, -0.864, -0.951, -0.848], "gap_ev": 7.5836, "energy_ha": -598.73610, "charge": 2, "homo_energy_ev": -16.34, "de_lowest_kcal_mol": 11.8}

=====

Record 5
{"formula": "F5N2", "method": "the ωB97M-V functional and the def2-TZVPD basis", "elements": ["N", "N", "F", "F", "F", "F", "F"], "positions_angstrom": [[-0.55782, 1.33015, 1.31004], [-0.17562, -1.41707, -0.79029], [-0.33120, 2.35090, 0.58143], [0.52897, 1.05073, 1.90573], [0.93035, -2.02157, -1.16893], [-0.63447, -0.94077, -1.92930], [0.11303, -0.32066, -0.03931]], "atomic_forces_ev_per_a": [[1.5, 0.9, -0.2], [-3.1, -3.9, -0.1], [-0.2, -1.3, 0.9], [-1.3, 0.6, -0.5], [1.6, 0.6, 0.4], [-0.3, 1.2, -0.9], [1.7, 1.9, 0.3]], "nbo_charge": [0.868, 0.603, 0.039, 0.043, -0.135, -0.153, -0.265], "gap_ev": 5.0340, "energy_ha": -608.06702, "charge": 1, "homo_energy_ev": -16.45, "de_lowest_kcal_mol": 22.6}

=====

Record 6
{"formula": "F6H24O12P", "method": "the ωB97M-V functional and the def2-TZVPD basis", "elements": ["P", "F", "F", "F", "F", "F", "F", "O", "H", "H", "O", "H", "H", "O", "H", "H", "O", "H", "H", "O", "H", "H", "O", "H", "H", "O", "H", "H", "O", "H", "H", "O", "H", "H", "O", "H", "H", "O", "H", "H", "O", "H", "H"], "positions_angstrom": [[0.45946, -0.14735, -0.26737], [0.36077, -1.74631, -0.50015], [2.05190, -0.22143, -0.27814], [0.47553, 0.06507, -1.86398], [0.44043, 1.45361, 0.00581], [-1.18829, 0.01193, -0.27206], [0.28613, -0.38617, 1.29746], [3.58947, -1.50259, 1.58558], [3.11832, -1.29014, 0.76167], [3.11073, -1.03051, 2.30258], [0.66681, -3.13768, 3.47700], [1.22219, -2.57671, 4.02463], [0.81493, -2.81106, 2.58217], [-3.52240, 1.05992, -1.91544], [-4.28209, 1.10163, -1.33536], [-2.94886, 1.79581, -1.61841], [-0.66053, 1.58490, -4.31312], [-0.12025, 0.99067, -3.77855], [-1.52337, 1.15888, -4.34724], [2.56332, 2.32320, 1.39484], [2.10529, 2.05809, 0.57938], [1.85166, 2.56472, 1.99429], [0.63065, -2.60103, -3.06145], [-0.26539, -2.94418, -3.08823], [0.65068, -2.02765, -2.27270], [-2.33203, 3.13555, -0.61290], [-2.66949, 3.46944, 0.22464], [-1.37113, 3.16215, -0.51883], [-1.53815, 1.23360, 2.50741], [-2.34246, 1.26324, 1.96428], [-0.93060, 0.69882, 1.97921], [-3.93133, 0.67484, 1.18612], [-3.27360, 0.03237, 0.87389], [-4.70611, 0.51017, 0.64342], [4.86045, 0.46267, -2.47998], [4.19302, 0.27508, -3.14809], [4.63697, -0.12134, -1.74593], [-2.47196, -2.76435, -0.92473], [-1.70787, -2.18424, -0.78745], [-2.42740, -3.01253, -1.85186], [2.17192, -0.44254, 3.59256], [2.46118, -0.37263, 4.50917], [1.49152, 0.23408, 3.49586]], "atomic_forces_ev_per_a": [[-2.4, 0.7, -0.7], [-0.1, 0.0, 0.2], [-0.1, 0.3, 0.3], [0.0, 0.2, 0.0], [0.9, 0.2, -0.5], [0.1, -0.9, -0.7], [1.3, -0.5, 1.0], [-0.2, 0.0, -0.1], [0.3, -0.1, 0.8], [0.3, -0.3, -0.8], [-0.1, -0.2, 0.0], [0.0, 0.1, -0.2], [0.1, 0.0, 0.1], [0.2, 0.1, -0.5], [0.0, 0.1, 0.0], [-0.4, -0.4, 0.1], [0.0, -0.1, -0.1], [-0.1, 0.0, 0.1], [0.0, 0.0, 0.1], [0.1, 0.1, -0.1], [0.2, 0.1, 0.5], [-0.1, 0.0, -0.1], [0.1, 0.2, 0.0], [0.0, 0.0, 0.0], [0.0, -0.5, -0.6], [0.3, 0.5, 0.1], [0.0, -0.2, 0.0], [0.0, -0.2, 0.0], [-0.1, 0.2, -0.1], [0.3, 0.2, 0.4], [-0.1, 0.1, 0.2], [0.0, -0.3, 0.0], [-0.2, 0.1, -0.2], [0.0, -0.1, 0.1], [0.0, -0.1, 0.0], [0.0, 0.0, 0.1], [0.0, 0.1, 0.0], [0.1, 0.0, 0.0], [-0.2, -0.1, 0.0], [-0.1, 0.1, 0.0], [-0.3, 0.2, 0.8], [0.1, 0.0, -0.1], [0.0, -0.1, -0.2]], "nbo_charge": [2.611, -0.591, -0.579, -0.591, -0.599, -0.611, -0.588, -0.998, 0.475, 0.490, -0.953, 0.470, 0.482, -0.969, 0.445, 0.503, -0.957, 0.484, 0.472, -0.955, 0.488, 0.458, -0.957, 0.453, 0.490, -0.956, 0.482, 0.494, -0.986, 0.482, 0.481, -0.964, 0.501, 0.472, -0.946, 0.469, 0.477, -0.949, 0.490, 0.456, -0.948, 0.477, 0.497], "gap_ev": 10.2623, "energy_ha": -1858.16085, "charge": -1, "homo_energy_ev": -7.82, "de_lowest_kcal_mol": 31.7}